Here is C5H7ClN2OS as an isolated structure at a distorted geometry from OMol25. Energies are from ωB97M-V with the def2-TZVPD basis set.

Frontier orbital gap in hartree: 0.28863
Energy relative to the best compared isomer or geometry (same formula, charge and spin) in eV: 3.528
E_HOMO in eV: -7.59

Positions of all 17 atoms, in Å:
H1 0.167 -1.194 2.183
S1 -0.825 -2.086 0.318
N1 -1.289 0.647 0.010
H2 1.203 2.810 0.477
C1 0.683 1.932 0.139
H3 1.313 -1.603 1.041
N2 0.419 -1.840 1.452
H4 -1.500 -0.868 -1.745
C2 -0.678 -0.420 -0.676
H5 2.400 1.086 -0.888
C3 -0.628 1.768 0.404
Cl1 -2.972 0.480 0.344
H6 -1.222 2.489 0.941
C4 0.707 -0.156 -1.067
C5 1.362 0.932 -0.638
H7 1.177 -0.918 -1.667
O1 -0.316 -3.058 -0.628